No. 1
A single C24H34N4O6S2 molecule. Source: the OMol25 dataset; level of theory: the ωB97M-V functional and the def2-TZVPD basis.

## Properties
Gap between HOMO and LUMO, eV: 8.4
HOMO level, eV: -8.5
Strongest force on any atom, eV/Å: 0.96
Charge: 0
LUMO, eV: -0.15
Electronic energy, eV: -65354.2440
Energy above the lowest of the compared OMol25 structures with the same formula, charge and spin, kJ/mol: 0.0
SMILES string: O=S(=O)(NCCN1CCOCC1)c1ccc(-c2ccc(S(=O)(=O)NCCN3CCOCC3)cc2)cc1
Multiplicity: 1

CARTESIAN COORDINATES (ANGSTROEM)
S: 5.270 1.947 0.776
S: -4.469 -2.082 1.175
O: -4.848 -2.359 2.529
O: 5.882 1.959 2.075
O: 5.362 3.111 -0.052
O: -4.567 -3.123 0.191
O: -4.674 4.108 0.098
O: 2.014 -2.149 -1.421
N: 5.848 0.673 -0.148
N: -4.550 1.579 -1.154
N: 4.773 -2.159 -0.799
N: -5.369 -0.747 0.701
C: -3.798 1.843 0.059
C: 2.986 -1.940 -2.420
C: 2.528 -2.981 -0.406
C: 3.124 0.876 2.117
C: 3.572 1.428 0.933
C: -2.817 -1.409 1.157
C: 6.199 -0.534 0.568
C: 1.843 0.352 2.178
C: -3.494 3.342 0.118
C: -5.423 3.831 -1.062
C: -2.429 -0.585 2.195
C: 1.487 0.949 -0.127
C: -1.172 -0.009 2.167
C: -1.974 -1.679 0.098
C: 6.083 -1.798 -0.308
C: 1.024 0.364 1.051
C: -4.701 0.185 -1.504
C: 2.760 1.487 -0.184
C: -0.720 -1.094 0.061
C: -5.782 2.346 -1.146
C: -0.313 -0.250 1.095
C: 4.247 -1.296 -1.843
C: -5.720 -0.651 -0.704
C: 3.774 -2.366 0.233
H: 6.735 -1.685 -1.178
H: -2.309 -2.351 -0.676
H: 4.177 -3.051 0.981
H: 1.489 -0.101 3.092
H: 6.539 0.981 -0.815
H: -6.329 2.151 -2.070
H: 2.783 -3.964 -0.829
H: 3.249 -2.902 -2.885
H: -2.861 3.614 -0.740
H: -2.861 1.284 0.024
H: 2.526 -1.289 -3.165
H: -0.036 -1.314 -0.745
H: -3.717 -0.280 -1.420
H: 7.218 -0.482 0.974
H: 3.140 1.960 -1.076
H: -4.845 4.113 -1.955
H: -4.353 1.549 0.963
H: 5.513 -0.598 1.414
H: -5.010 0.147 -2.555
H: -3.113 -0.417 3.011
H: -6.141 -0.631 1.338
H: 3.479 -1.426 0.726
H: 0.845 0.981 -0.993
H: 3.786 0.863 2.968
H: -6.715 -0.213 -0.801
H: 3.997 -0.296 -1.462
H: -2.978 3.595 1.046
H: -6.422 2.093 -0.284
H: 6.450 -2.641 0.286
H: -6.323 4.446 -1.000
H: -0.859 0.648 2.964
H: 1.731 -3.095 0.332
H: 4.998 -1.200 -2.629
H: -5.741 -1.659 -1.134

=====

No. 2
A molecular structure, C24H34N5O2PdSi2. Source: the OMol25 dataset; level of theory: the ωB97M-V functional and the def2-TZVPD basis.

## Properties
Gap between HOMO and LUMO, eV: 9.1
HOMO level, eV: -11.4
Strongest force on any atom, eV/Å: 0.51
Charge: +1
LUMO, eV: -2.30
Electronic energy, eV: -56218.1730
Energy above the lowest of the compared OMol25 structures with the same formula, charge and spin, kJ/mol: 0.0
Multiplicity: 1

CARTESIAN COORDINATES (ANGSTROEM)
Pd: -0.260 -0.754 -0.317
Si: 1.836 -2.840 1.278
Si: -0.546 -1.131 2.774
O: 1.290 0.675 0.011
O: 2.697 -0.305 -1.401
N: 4.746 1.134 -0.790
N: -1.477 -2.375 -0.318
N: -1.761 2.640 -2.495
N: -1.491 9.306 -3.637
N: -1.183 0.658 -1.742
C: -1.718 4.044 -2.735
C: -2.702 1.751 -2.961
C: -0.871 1.933 -1.766
C: 3.502 1.583 -0.181
C: -1.611 6.759 -3.202
C: -0.933 -2.985 0.757
C: -1.463 4.907 -1.680
C: 3.087 -1.608 1.945
C: -2.397 -0.912 2.569
C: 2.254 -3.441 -0.448
C: 0.122 -2.055 1.261
C: -2.432 -2.945 -1.057
C: -2.417 -4.816 0.433
C: -2.336 0.534 -2.480
C: -1.928 4.523 -4.020
C: 0.266 0.541 2.993
C: 2.392 0.602 -0.519
C: -1.401 6.269 -1.916
C: 1.891 -4.349 2.393
C: -0.236 -2.113 4.340
C: -1.406 -4.230 1.172
C: -1.882 5.886 -4.252
C: -2.933 -4.177 -0.702
C: -1.548 8.175 -3.445
H: 5.385 0.738 -0.113
H: -2.789 -2.410 -1.924
H: 0.166 1.188 2.127
H: -1.339 4.519 -0.677
H: -0.019 2.382 -1.283
H: -3.716 -4.629 -1.292
H: 1.634 -4.308 -0.693
H: -2.918 -1.873 2.581
H: 1.257 -5.151 2.017
H: 3.030 -1.570 3.036
H: -2.111 3.834 -4.834
H: -2.654 -0.402 1.639
H: 0.831 -2.215 4.548
H: -0.687 -1.587 5.185
H: 2.910 -4.744 2.416
H: -2.831 -0.408 -2.623
H: -1.206 6.956 -1.104
H: 4.103 -1.914 1.686
H: 3.198 2.553 -0.576
H: -2.811 -5.779 0.730
H: -3.538 2.067 -3.557
H: 3.541 1.682 0.905
H: -0.671 -3.114 4.306
H: 1.600 -4.131 3.422
H: 3.650 -0.128 -1.629
H: 1.331 0.435 3.219
H: 2.923 -0.594 1.585
H: 5.226 1.868 -1.289
H: -0.996 -4.702 2.052
H: -2.791 -0.317 3.396
H: -0.201 1.040 3.847
H: 3.296 -3.766 -0.507
H: 2.088 -2.683 -1.214
H: -2.043 6.276 -5.247

=====

No. 3
A molecular structure, C24H34NO4P2Tc at a distorted geometry. Source: the OMol25 dataset; level of theory: the ωB97M-V functional and the def2-TZVPD basis.

## Properties
Gap between HOMO and LUMO (spin up / spin down), eV: 8.4 / 6.5
HOMO level (spin up / spin down), eV: -11.1 / -11.4
Strongest force on any atom, eV/Å: 5.53
Charge: +1
LUMO (spin up / spin down), eV: -2.74 / -4.89
Electronic energy, eV: -55890.6681
<S²>: 3.792
Energy above the lowest of the compared OMol25 structures with the same formula, charge and spin, kJ/mol: 0.0
Multiplicity: 4

CARTESIAN COORDINATES (ANGSTROEM)
Tc: 0.367 -0.206 -0.618
P: 2.335 0.298 0.407
P: -1.684 -0.096 -1.636
O: -0.554 0.236 1.028
O: -0.361 0.010 -5.321
O: 0.846 -2.009 -3.942
O: 0.107 -1.480 2.435
N: 0.342 1.914 -1.035
C: -0.495 3.770 -2.310
C: -0.984 -0.249 4.683
C: 0.366 -5.099 0.039
C: 1.222 2.741 -0.399
C: -1.459 0.417 5.815
C: 1.401 -3.080 -0.851
C: -0.646 -4.300 0.595
C: 0.390 -2.246 -0.308
C: 2.759 -0.368 2.066
C: 2.061 2.129 0.699
C: -0.533 -0.352 2.225
C: 3.924 0.208 -0.523
C: -1.689 1.608 3.290
C: -3.145 0.288 -0.581
C: -1.093 0.341 3.406
C: -2.046 1.675 5.690
C: -2.164 2.270 4.430
C: 0.420 4.625 -1.687
C: -0.512 2.406 -1.981
C: -0.627 -2.907 0.429
C: -2.304 -1.377 -2.794
C: 1.291 4.102 -0.724
C: -1.423 1.427 -2.676
C: 1.395 -4.475 -0.681
H: 0.005 -0.828 -4.929
H: -2.892 1.148 0.060
H: 1.168 -0.427 -2.105
H: -2.615 3.249 4.339
H: -1.190 4.145 -3.068
H: 2.213 -2.626 -1.433
H: 3.651 0.116 2.501
H: 0.569 -2.850 -3.533
H: 4.763 0.663 0.032
H: 0.448 0.498 -5.557
H: 1.885 -0.233 2.723
H: -2.554 -2.271 -2.199
H: -3.344 -0.580 0.071
H: -1.778 2.093 2.327
H: -1.418 -2.306 0.892
H: -4.042 0.512 -1.185
H: 1.472 2.164 1.637
H: 3.784 0.718 -1.490
H: -1.362 -0.044 6.790
H: 0.354 -6.186 0.169
H: -2.406 2.190 6.570
H: -0.520 -1.219 4.812
H: -3.189 -1.035 -3.355
H: 0.453 5.688 -1.947
H: -1.456 -4.766 1.169
H: -2.362 1.914 -2.993
H: 0.980 -1.413 -3.145
H: 2.940 -1.450 1.955
H: 2.011 4.744 -0.208
H: -1.484 -1.627 -3.484
H: 2.991 2.700 0.863
H: 2.200 -5.078 -1.120
H: 4.146 -0.853 -0.725
H: -0.928 1.034 -3.599

=====

No. 4
A molecular structure, C24H34NO4P2Y at a distorted geometry. Source: the OMol25 dataset; level of theory: the ωB97M-V functional and the def2-TZVPD basis.

## Properties
Gap between HOMO and LUMO, eV: 6.2
HOMO level, eV: -6.5
Strongest force on any atom, eV/Å: 2.75
Charge: 0
LUMO, eV: -0.34
Electronic energy, eV: -54740.1780
Multiplicity: 1

CARTESIAN COORDINATES (ANGSTROEM)
Y: -0.254 -0.306 0.166
P: -2.277 -0.001 -1.787
P: 2.751 0.417 0.197
O: 0.258 0.543 2.021
O: 0.833 -2.462 -4.880
O: -0.593 1.318 -5.788
O: -1.755 -0.444 1.776
N: 0.211 1.864 -1.063
C: 0.145 -2.801 -0.133
C: 1.286 4.030 -1.045
C: -0.860 -3.539 0.486
C: 0.299 -5.612 -0.080
C: -0.200 1.383 4.493
C: -0.520 3.625 -2.565
C: 1.309 -4.866 -0.708
C: 3.346 0.084 1.893
C: -1.112 0.503 3.900
C: -2.176 0.072 5.999
C: 1.232 2.693 -0.689
C: -0.256 1.584 5.861
C: -0.901 0.189 2.513
C: 1.216 -3.453 -0.746
C: 2.255 2.218 0.347
C: 4.259 0.554 -0.772
C: 0.422 4.501 -2.027
C: -2.123 -0.137 4.626
C: -0.690 2.340 -2.010
C: -1.813 1.590 -2.437
C: -1.241 0.926 6.619
C: -3.840 0.558 -0.867
C: -0.789 -4.956 0.517
C: -2.978 -1.053 -3.153
H: 0.552 1.858 3.853
H: 5.021 1.051 -0.165
H: -2.204 -1.280 -3.905
H: 3.499 -1.005 1.973
H: 2.172 -5.364 -1.174
H: 0.764 -1.478 -4.702
H: 0.470 5.526 -2.352
H: -2.939 -0.423 6.600
H: 0.113 -2.871 -4.347
H: -3.973 0.000 0.089
H: -1.279 1.089 7.685
H: 1.837 2.361 1.368
H: 2.007 4.681 -0.530
H: -3.321 -2.020 -2.744
H: -2.822 -0.791 4.097
H: 4.593 -0.453 -1.044
H: -4.703 0.445 -1.563
H: 3.205 2.789 0.288
H: -1.717 -3.029 0.964
H: 0.931 -0.486 -1.364
H: -3.658 1.633 -0.657
H: 1.637 -0.770 -1.206
H: 4.072 1.125 -1.687
H: 0.362 -6.693 -0.055
H: -1.203 3.920 -3.345
H: 0.375 1.538 -5.636
H: -1.584 -5.523 1.009
H: 2.007 -2.884 -1.253
H: -2.332 2.004 -3.322
H: -3.837 -0.566 -3.644
H: 2.590 0.400 2.635
H: -0.853 0.979 -4.881
H: 0.474 2.254 6.321
H: 4.300 0.620 2.034

=====

Look up the multiplicity of the first one.
1